# 1
Here is C42H35ClN6O5SW as an isolated structure in a non-equilibrium geometry from OMol25. Energies are from ωB97M-V/def2-TZVPD.

Output
ΔE to the lowest compared entry with this formula, charge and spin = 1.258 eV
charge = 0
highest occupied orbital energy = -0.2281 Ha
LUMO = -0.80 eV
gap between HOMO and LUMO = 5.4019 eV

Positions of all 91 atoms, in Å:
W1 -0.3099 -0.6509 1.1474
Cl1 3.1942 -5.7320 4.7131
C1 2.1272 -4.4526 4.2065
C2 1.8830 -3.3741 5.0678
C3 1.0393 -2.3640 4.6908
C4 0.3957 -2.3543 3.4292
O1 -0.4323 -1.3990 3.1499
C5 0.6753 -3.4530 2.5559
C6 0.0770 -3.6123 1.2711
N1 -0.5426 -2.6934 0.5962
C7 -1.3074 -2.9643 -0.5563
C8 -1.6782 -4.2112 -0.9914
C9 -2.5117 -4.3634 -2.1145
C10 -2.9914 -3.2752 -2.7848
C11 -2.6296 -1.9760 -2.3661
C12 -3.0842 -0.8026 -3.0134
C13 -2.6719 0.4184 -2.5742
C14 -1.8194 0.4870 -1.4586
N2 -1.3904 -0.5793 -0.8237
C15 -1.7677 -1.8203 -1.2650
C16 1.5282 -4.4947 2.9817
H1 2.3678 -3.3510 6.0351
H2 0.8423 -1.5280 5.3486
H3 0.1637 -4.6063 0.8328
H4 -1.3739 -5.0951 -0.4483
H5 -2.7923 -5.3606 -2.4258
H6 -3.6583 -3.3887 -3.6300
H7 -3.7550 -0.8942 -3.8591
H8 -2.9938 1.3339 -3.0492
H9 -1.4978 1.4406 -1.0593
H10 1.7130 -5.3326 2.3203
O2 -4.6398 -2.2497 0.8714
C17 -5.2072 -1.0441 0.6753
C18 -6.5116 -1.0266 0.1767
C19 -7.1619 0.1705 -0.0384
C20 -6.5278 1.3805 0.2382
C21 -5.2376 1.3683 0.7264
C22 -4.5541 0.1703 0.9511
C23 -3.1383 0.1888 1.3899
O3 -2.5246 -0.9423 1.5487
N3 -2.5546 1.3481 1.5264
N4 -1.1848 1.2134 1.7891
C24 -0.6954 2.1417 2.5372
C25 0.7333 2.1584 2.8844
C26 1.0891 2.1437 4.2310
C27 2.4010 1.9368 4.6196
C28 3.3719 1.7229 3.6514
C29 3.0503 1.8002 2.3058
C30 1.7451 2.0723 1.9193
O4 1.3842 -0.6265 1.3147
H11 -3.7467 -2.0756 1.2515
H12 -6.9909 -1.9756 -0.0250
H13 -8.1748 0.1645 -0.4215
H14 -7.0403 2.3185 0.0732
H15 -4.7179 2.2919 0.9419
H16 -1.3855 2.8563 2.9748
H17 0.3081 2.2374 4.9759
H18 2.6584 1.9074 5.6699
H19 4.3901 1.4978 3.9415
H20 3.8090 1.6255 1.5581
C31 5.6302 0.9020 -0.5906
C32 4.9907 2.0689 -1.3281
N5 3.8171 2.5653 -0.6038
C33 3.9779 3.8252 0.1165
C34 3.8086 5.0190 -0.8129
C35 2.6328 1.9526 -0.8189
S1 1.2381 2.3777 0.2339
N6 2.4595 1.2249 -1.8561
C36 1.5572 0.2461 -2.1718
O5 1.3193 -0.7474 -1.5078
C37 0.9081 0.4121 -3.5182
C38 0.2362 -0.6779 -4.0613
C39 -0.4187 -0.5594 -5.2756
C40 -0.4189 0.6560 -5.9485
C41 0.2490 1.7477 -5.4097
C42 0.9189 1.6238 -4.2011
H21 6.5052 0.5360 -1.1287
H22 4.9166 0.0822 -0.4958
H23 5.9469 1.2007 0.4109
H24 4.6821 1.7679 -2.3276
H25 5.6880 2.9007 -1.4310
H26 4.9755 3.8160 0.5608
H27 3.2727 3.8853 0.9390
H28 4.5245 4.9861 -1.6355
H29 3.9585 5.9536 -0.2711
H30 2.8006 5.0233 -1.2306
H31 0.2397 -1.6114 -3.5128
H32 -0.9335 -1.4134 -5.6984
H33 -0.9345 0.7514 -6.8957
H34 0.2530 2.6939 -5.9353
H35 1.4533 2.4652 -3.7795

Mulliken atomic charge list, values in e, 5 entries: W 0.72; Cl -0.25; C 0.08; C -0.60; C -0.71



# 2
Here is one molecule with the formula C15H23N3O in a non-equilibrium geometry from OMol25. Energies are from ωB97M-V/def2-TZVPD.

Output
ΔE to the lowest compared entry with this formula, charge and spin = 4.247 eV
SMILES string = CCN/C(=C\c1c(C)c(C)cc(C)c1C)C(=O)NN
charge = 0
highest occupied orbital energy = -0.2891 Ha
LUMO = 0.65 eV
gap between HOMO and LUMO = 8.5139 eV

Positions of all 42 atoms, in Å:
C1 0.2311 -2.9806 1.6507
C2 -0.9445 -2.0471 1.4045
N1 -1.2143 -1.9488 -0.1014
C3 -1.8015 -0.9274 -0.6815
C4 -1.1061 0.3137 -0.7420
C5 0.1782 0.6770 -0.0996
C6 0.2223 1.4589 1.0393
C7 -0.9770 1.9139 1.8454
C8 1.5491 1.9247 1.3712
C9 1.6874 2.9421 2.5087
C10 2.7044 1.4521 0.7295
C11 2.7448 0.6210 -0.2707
C12 4.1835 0.1891 -0.7837
C13 1.4312 0.2266 -0.6905
C14 1.2155 -0.2574 -2.1383
C15 -3.0611 -1.0714 -1.5339
O1 -3.7308 -2.0867 -1.3684
N2 -3.4739 -0.2876 -2.6663
N3 -4.7826 -0.4617 -3.2216
H1 1.1195 -2.8311 0.9700
H2 0.6198 -2.7829 2.6533
H3 -0.0201 -3.9876 1.5791
H4 -0.8077 -0.9399 1.7622
H5 -1.8286 -2.4396 1.8679
H6 -1.4701 -2.8828 -0.4172
H7 -1.6977 1.1411 -1.0886
H8 -1.8743 1.7443 1.3247
H9 -0.9620 3.0118 1.8467
H10 -1.0430 1.4761 2.8782
H11 2.5216 2.7502 3.1671
H12 0.8671 2.9509 3.1913
H13 1.7756 3.9575 2.0856
H14 3.5284 1.8851 1.1504
H15 4.1295 -0.7915 -1.4092
H16 4.9156 -0.1208 0.0243
H17 4.6835 0.9606 -1.2570
H18 2.2002 -0.7465 -2.5160
H19 0.5025 -1.0490 -2.1198
H20 1.0692 0.5088 -2.8221
H21 -3.0689 0.6084 -2.7205
H22 -4.7738 -1.2165 -3.9139
H23 -5.4419 -0.8570 -2.4881

Mulliken atomic charge list, values in e, 5 entries: C -1.31; C 0.08; N -0.11; C 0.80; C -1.49



# 3
Here is a 2-piece molecular cluster, CH6FN2OP overall in a non-equilibrium geometry from OMol25. Energies are from ωB97M-V/def2-TZVPD.

Output
ΔE to the lowest compared entry with this formula, charge and spin = 2.980 eV
SMILES string = [H]/N=P(=N/[H])\OC.F
charge = 0
highest occupied orbital energy = -0.3827 Ha
LUMO = 0.09 eV
gap between HOMO and LUMO = 10.5050 eV

Positions of all 12 atoms, in Å:
H1 -3.1256 -0.2394 1.2026
N1 -2.4368 0.5172 1.2790
P1 -1.0929 0.2081 0.6338
N2 0.0108 1.2152 0.2112
H2 -0.3087 2.1812 0.2674
O1 -0.5284 -1.2839 0.3178
C1 0.6219 -1.4037 -0.5200
H3 0.6254 -0.7553 -1.2776
H4 0.4769 -2.5089 -0.8574
H5 1.4352 -1.3076 0.2511
F1 2.5956 1.8640 -0.7788
H6 1.7266 1.5130 -0.7291

Mulliken atomic charge list, values in e, 5 entries: H 0.26; N -0.64; P 0.72; N -0.58; H 0.24



# 4
Here is a 9-piece molecular cluster, C5H27N2O9 overall in a non-equilibrium geometry from OMol25. Energies are from ωB97M-V/def2-TZVPD.

Output
ΔE to the lowest compared entry with this formula, charge and spin = 1.275 eV
charge = +1
highest occupied orbital energy = -0.4240 Ha
LUMO = -2.40 eV
gap between HOMO and LUMO = 9.1363 eV

Positions of all 43 atoms, in Å:
O1 1.5080 1.8182 1.9710
C1 2.4053 1.0691 1.6922
C2 2.3614 -0.0244 0.6444
C3 1.5802 0.3034 -0.6317
C4 0.0790 0.3861 -0.5790
C5 -0.6605 -0.6320 -1.0459
N1 -2.0198 -0.6949 -1.0289
N2 -0.5282 1.5660 0.0721
H1 3.3848 1.0584 2.2105
H2 3.3793 -0.3944 0.5735
H3 1.8563 -0.8311 1.1958
H4 1.9751 1.2636 -0.9879
H5 1.8471 -0.4501 -1.3670
H6 -0.1484 -1.4012 -1.5996
H7 -2.4493 -1.5924 -1.1001
H8 -2.5235 -0.1037 -0.3852
H9 0.2537 2.1066 0.4332
H10 -0.8677 2.1684 -0.7033
H11 -1.3645 1.4348 0.6887
H12 1.0715 0.5162 -3.8480
H13 0.8548 -0.9177 -3.1402
O2 0.6864 -0.3596 -3.9037
H14 0.8180 -3.2729 -0.0045
H15 0.7999 -4.5392 0.8015
O3 0.9966 -3.5963 0.8901
H16 -2.7780 2.6999 2.2403
H17 -2.3613 1.2351 2.5266
O4 -2.7536 1.8149 1.8627
H18 -0.6365 -3.5885 2.1215
H19 -0.2208 -2.6631 3.1552
O5 -1.0416 -2.9337 2.7189
H20 1.0350 -3.0780 -3.5701
H21 2.1847 -2.2908 -2.9648
O6 1.3976 -2.7930 -2.7185
H22 0.4229 4.1474 1.7315
H23 -1.0316 4.0432 2.2178
O7 -0.4439 3.7975 1.4985
H24 -3.3628 -0.7204 2.4739
H25 -2.1533 -1.5635 2.0724
O8 -2.5833 -0.7018 1.9055
H26 -0.0446 3.1222 -3.2033
H27 -0.7659 1.9292 -2.5509
O9 -0.1586 2.6625 -2.3650

Mulliken atomic charge list, values in e, 5 entries: O -0.51; C -0.07; C -0.55; C -1.21; C 0.43



# 5
Here is C19H21AlIN3O8S2 as an isolated structure in a non-equilibrium geometry from OMol25. Energies are from ωB97M-V/def2-TZVPD.

Output
ΔE to the lowest compared entry with this formula, charge and spin = 2.170 eV
charge = -2
highest occupied orbital energy = -0.0050 Ha
LUMO = 3.56 eV
gap between HOMO and LUMO = 3.6965 eV

Positions of all 55 atoms, in Å:
Al1 0.1398 -1.1398 0.1863
C1 -2.0344 -4.9301 -1.1301
C2 -0.9990 -3.8944 -0.7809
S1 -1.2926 -2.3047 -1.3894
C3 0.1041 -4.2572 -0.0728
C4 0.3341 -5.6941 0.3161
S2 1.3491 -3.1661 0.4187
H1 -2.8869 -4.4449 -1.5965
H2 -2.3697 -5.4560 -0.2341
H3 -1.6247 -5.6678 -1.8243
H4 0.2034 -6.3638 -0.5355
H5 -0.3587 -6.0037 1.1009
H6 1.3487 -5.7920 0.6897
O1 -2.9379 -1.5857 2.7065
C5 -2.0279 -1.0092 2.1340
O2 -1.0887 -1.5955 1.4681
C6 -1.9018 0.4916 2.2322
C7 -2.5192 1.1526 3.2599
C8 -2.2808 2.5183 3.4806
C9 -1.3302 3.1773 2.7028
C10 -0.7372 2.5344 1.6269
C11 -1.0697 1.1780 1.2888
O3 -0.5945 0.6161 0.2614
N1 0.3211 3.1768 0.9628
O4 0.5259 3.0030 -0.2426
O5 1.0931 3.8758 1.6616
N2 -2.9508 3.2150 4.4937
O6 -2.6972 4.4201 4.6510
O7 -3.7802 2.6191 5.1941
H7 -3.1820 0.6086 3.9169
H8 -1.0736 4.1990 2.9334
N3 2.4830 1.1274 0.5696
C12 1.9723 0.5940 1.6636
O8 1.3320 -0.4612 1.6594
C13 2.2387 1.2814 2.9780
I1 4.2758 0.9331 3.5674
H9 2.0746 0.7062 -0.3110
H10 2.7922 2.0862 0.5735
H11 1.6156 0.8643 3.7646
H12 2.1162 2.3627 2.9086
C14 0.0906 2.1996 -3.4211
C15 1.0691 1.0420 -3.6517
C16 0.5128 0.0827 -4.7080
C17 2.4256 1.5935 -4.1055
C18 1.1813 0.2973 -2.3984
C19 1.1961 -0.3433 -1.3652
H13 -0.0163 2.8102 -4.3220
H14 0.4361 2.8256 -2.6006
H15 -0.8838 1.8065 -3.1387
H16 0.3204 0.6009 -5.6475
H17 -0.4131 -0.3593 -4.3498
H18 1.2179 -0.7254 -4.8864
H19 2.3191 2.0970 -5.0690
H20 3.1524 0.7875 -4.2092
H21 2.8100 2.3104 -3.3810

Mulliken atomic charge list, values in e, 5 entries: Al 1.06; C -1.58; C 0.63; S -0.55; C 0.55



# 6
Here is a 12-piece molecular cluster, C32H80N8O12S4 overall in a non-equilibrium geometry from OMol25. Energies are from ωB97M-V/def2-TZVPD.

Output
ΔE to the lowest compared entry with this formula, charge and spin = 1.590 eV
charge = 0
highest occupied orbital energy = -0.3002 Ha
LUMO = -0.01 eV
gap between HOMO and LUMO = 8.1567 eV

Positions of all 136 atoms, in Å:
C1 -3.2512 -2.5679 1.2575
S1 -4.0241 -1.1279 2.1413
O1 -5.4670 -1.1887 1.6624
C2 -4.2228 -1.5190 3.9537
H1 -3.4595 -2.7918 0.2113
H2 -3.6256 -3.4778 1.7266
H3 -2.1663 -2.6260 1.3452
H4 -3.3428 -1.9899 4.3918
H5 -5.0769 -2.1953 3.9178
H6 -4.4205 -0.6713 4.6099
C3 2.5585 -1.4251 -3.0402
S2 3.6378 -2.6571 -2.2191
O2 3.6608 -3.9144 -3.0666
C4 5.1895 -1.8083 -2.7042
H7 2.4749 -0.5306 -2.4229
H8 1.5813 -1.9037 -3.1056
H9 2.9958 -1.2837 -4.0286
H10 5.9990 -1.9052 -1.9807
H11 5.1030 -0.7220 -2.6830
H12 5.5798 -2.2290 -3.6309
C5 0.2808 -4.7600 1.3370
S3 1.0279 -4.9760 -0.3112
O3 0.3821 -6.2985 -0.6988
C6 0.3183 -3.4833 -1.0705
H13 -0.6807 -5.2301 1.5436
H14 0.4247 -3.7363 1.6827
H15 0.8255 -5.1301 2.2056
H16 0.4685 -3.5264 -2.1492
H17 0.8732 -2.6255 -0.6906
H18 -0.7596 -3.4895 -0.9084
C7 -1.5095 -0.4163 -0.8860
S4 -0.6309 0.1827 0.5840
O4 -1.3723 1.4493 0.9215
C8 1.0375 0.5856 -0.1696
H19 -1.0042 -1.2546 -1.3656
H20 -1.6570 0.3553 -1.6415
H21 -2.5412 -0.6668 -0.6390
H22 1.0709 1.1517 -1.1004
H23 1.6931 -0.2819 -0.2453
H24 1.5650 1.1196 0.6207
C9 5.2454 1.2923 -0.2909
O5 4.3093 0.8464 -1.0391
N1 6.2941 2.0017 -0.6721
C10 7.2222 2.4257 0.3829
C11 6.3718 2.4500 -2.0614
H25 5.3110 1.0405 0.7789
H26 7.0103 1.9103 1.3196
H27 7.0466 3.4823 0.5853
H28 8.2869 2.4092 0.1500
H29 5.8949 3.4299 -2.0392
H30 7.3905 2.6382 -2.4003
H31 5.7897 1.8099 -2.7244
C12 1.5015 2.5403 5.6515
O6 2.7015 2.5155 5.7282
N2 0.8144 2.3095 4.5169
C13 -0.6714 2.6370 4.3947
C14 1.5275 2.0670 3.2132
H32 0.7467 2.8578 6.3875
H33 -0.7897 3.6756 4.0860
H34 -1.2904 2.4642 5.2751
H35 -1.1873 2.0108 3.6667
H36 1.2122 1.1455 2.7239
H37 1.3144 2.8851 2.5252
H38 2.6137 2.0726 3.3044
C15 2.8016 -2.6005 2.3537
O7 2.0165 -1.8774 1.7159
N3 4.1157 -2.6241 2.1102
C16 4.6784 -1.9000 0.9965
C17 5.0392 -3.4498 2.8871
H39 2.6349 -3.1526 3.2916
H40 3.9342 -1.2971 0.4762
H41 5.1582 -2.5642 0.2776
H42 5.3956 -1.1979 1.4216
H43 5.6167 -2.7337 3.4717
H44 4.6489 -4.0830 3.6838
H45 5.7312 -4.0409 2.2872
C18 0.2281 -3.1737 4.9309
O8 -0.5559 -3.9850 4.3993
N4 0.2401 -1.8506 4.7469
C19 1.2221 -0.9465 5.4012
C20 -0.7110 -1.1565 3.9202
H46 0.9956 -3.5426 5.6288
H47 0.7210 -0.1067 5.8826
H48 1.7742 -0.4834 4.5834
H49 1.9139 -1.3319 6.1501
H50 -1.3097 -1.7691 3.2461
H51 -1.2533 -0.5425 4.6392
H52 -0.2778 -0.4537 3.2086
C21 -2.6627 3.6491 -2.6652
O9 -2.0662 2.5687 -2.4196
N5 -2.3454 4.7587 -1.9560
C22 -3.2124 5.8797 -1.9888
C23 -1.1742 4.9231 -1.0761
H53 -3.4444 3.8521 -3.4136
H54 -4.1324 5.7700 -2.5630
H55 -2.7500 6.7938 -2.3612
H56 -3.4374 6.1289 -0.9518
H57 -0.6464 5.8485 -1.3068
H58 -1.5602 5.1413 -0.0803
H59 -0.4947 4.0743 -0.9991
C24 -4.3653 3.2454 1.7764
O10 -4.3623 4.1294 2.6574
N6 -5.2285 3.2689 0.7086
C25 -5.2729 2.1631 -0.1537
C26 -6.2011 4.3604 0.3858
H60 -3.8336 2.2821 1.8153
H61 -4.7719 2.5184 -1.0542
H62 -6.2269 1.7959 -0.5320
H63 -4.6833 1.3483 0.2665
H64 -6.6739 4.2494 -0.5900
H65 -7.0004 4.3029 1.1246
H66 -5.5878 5.2591 0.4513
C27 -3.1214 -2.9326 -2.7596
O11 -2.1129 -3.0534 -3.3887
N7 -4.0135 -1.9111 -2.8398
C28 -5.2564 -1.9915 -2.0975
C29 -3.9496 -0.6774 -3.6974
H67 -3.4433 -3.7070 -2.0463
H68 -5.4365 -1.2569 -1.3126
H69 -5.6277 -2.9698 -1.7922
H70 -6.0286 -1.7448 -2.8261
H71 -3.0996 -0.8270 -4.3631
H72 -4.7264 -0.7449 -4.4590
H73 -3.8148 0.2656 -3.1676
C30 -0.4629 -1.2535 -6.2856
O12 -0.0421 -2.0088 -7.1918
N8 0.2177 -0.1977 -5.8484
C31 -0.4158 0.6279 -4.7573
C32 1.6185 0.0545 -6.2381
H74 -1.4237 -1.4910 -5.8032
H75 0.3029 1.0142 -4.0346
H76 -1.2802 0.1877 -4.2601
H77 -0.8215 1.5435 -5.1876
H78 1.9548 1.0908 -6.2724
H79 2.4184 -0.4790 -5.7246
H80 1.7387 -0.3372 -7.2482

Mulliken atomic charge list, values in e, 5 entries: C -0.36; S 0.92; O -0.72; C -1.14; H -0.14



# 7
Here is a 2-piece molecular cluster, C2H3Cl2O2Si overall in a non-equilibrium geometry from OMol25. Energies are from ωB97M-V/def2-TZVPD.

Output
ΔE to the lowest compared entry with this formula, charge and spin = 3.475 eV
charge = -1
highest occupied orbital energy (alpha / beta) = -0.1741 / -0.1215 Ha
LUMO (alpha / beta) = 2.81 / 2.67 eV
gap between HOMO and LUMO (alpha / beta) = 7.5435 / 5.9761 eV

Positions of all 10 atoms, in Å:
C1 -1.9145 1.2825 0.4427
C2 3.0465 -0.2027 -0.4061
O1 -2.0389 1.8169 -0.6390
O2 -1.9081 1.5668 1.6446
Si1 -1.4286 -0.7079 0.1592
Cl1 -2.4062 -1.5157 -1.4902
Cl2 -2.6539 -1.7288 1.5230
H1 2.1679 0.2258 0.1443
H2 3.9031 -0.5402 0.0790
H3 3.2327 -0.1969 -1.4575

Mulliken atomic charge list, values in e, 5 entries: C 0.63; C -0.85; O -0.56; O -0.59; Si 0.16



# 8
Here is one molecule with the formula C6H10O in a non-equilibrium geometry from OMol25. Energies are from ωB97M-V/def2-TZVPD.

Output
ΔE to the lowest compared entry with this formula, charge and spin = 4.642 eV
charge = 0
highest occupied orbital energy = -0.2503 Ha
LUMO = 0.86 eV
gap between HOMO and LUMO = 7.6733 eV

Positions of all 17 atoms, in Å:
C1 -0.4722 0.8056 -1.7716
C2 -0.4456 0.2186 -0.3902
C3 -1.3972 0.6661 0.6346
C4 0.6783 0.0469 1.8229
C5 1.2786 -0.9395 0.8508
C6 0.1884 -1.1629 -0.2057
O1 0.1308 1.1320 0.5895
H1 0.5327 0.7876 -2.2007
H2 -0.8301 1.8403 -1.7584
H3 -1.1261 0.2137 -2.4175
H4 -1.7410 0.0078 1.4214
H5 -1.9737 1.5659 0.4519
H6 1.4349 0.7063 2.2573
H7 1.5083 -1.8716 1.3733
H8 2.1992 -0.6106 0.3433
H9 0.5913 -1.5342 -1.1483
H10 -0.5565 -1.8722 0.1475

Mulliken atomic charge list, values in e, 5 entries: C -1.50; C 1.41; C -0.70; C -0.69; C -0.41



Q: Among the records above, which one has the lowest charge?
A: C19H21AlIN3O8S2